## i
{
  "formula": "C6H10O2",
  "method": "wB97M-V/def2-TZVPD",
  "orbital_gap_ev": 9.72,
  "homo_ha": -0.3256,
  "total_charge": 0,
  "species": ["C", "C", "C", "H", "H", "H", "C", "O", "H", "H", "H", "H", "H", "H", "H", "C", "C", "O"],
  "positions_angstrom": [[-0.364, 0.687, -0.896], [2.696, -0.090, -0.008], [-1.619, 0.524, 0.006], [-2.511, -0.912, -1.220], [-2.406, -1.160, 0.696], [-0.224, 0.557, -1.996], [0.210, -0.579, 0.027], [1.567, -0.975, -0.151], [2.240, 1.029, 0.673], [-2.567, 1.256, -0.100], [0.114, 1.747, -0.718], [3.636, -0.714, 0.552], [-0.926, -0.447, 1.804], [3.190, 0.230, -1.220], [0.045, 1.093, 1.720], [-1.991, -0.881, -0.196], [-0.420, 0.242, 1.139], [-0.669, -1.606, -0.112]]
}

***

## ii
{
  "formula": "C6H10O2",
  "method": "wB97M-V/def2-TZVPD",
  "orbital_gap_ev": 10.12,
  "homo_ha": -0.3402,
  "total_charge": 0,
  "smiles": "C1C[C@@H]2COC[C@@H]1O2",
  "species": ["H", "C", "H", "H", "O", "H", "O", "H", "C", "C", "H", "H", "H", "C", "C", "H", "C", "H"],
  "positions_angstrom": [[2.348, 0.082, -0.843], [0.289, 0.319, -0.911], [-0.640, -1.781, 0.270], [-1.000, 0.578, 2.048], [-1.865, -0.537, -0.667], [1.748, 0.616, 1.970], [-0.381, 1.321, 0.025], [-2.140, -1.417, 1.520], [-0.444, 0.409, 1.109], [-0.830, 0.043, -1.683], [0.364, -0.634, -0.254], [1.796, 1.933, -0.538], [1.261, -0.986, 0.947], [1.655, 0.744, -0.527], [-1.327, -0.890, 0.636], [-1.302, 0.864, -1.978], [1.144, 0.142, 1.191], [-0.675, -0.805, -2.315]]
}

***

Stability, highest: i

***

## i
{
  "formula": "C6H10O2",
  "method": "wB97M-V/def2-TZVPD",
  "orbital_gap_ev": 10.10,
  "homo_ha": -0.3365,
  "total_charge": 0,
  "species": ["C", "C", "C", "O", "H", "H", "H", "H", "H", "H", "H", "H", "O", "H", "C", "C", "H", "C"],
  "positions_angstrom": [[-0.512, 0.688, -0.843], [-0.330, -1.036, 0.740], [1.302, -1.309, -1.185], [-1.459, -0.083, 0.970], [1.508, 1.832, 0.405], [1.684, -0.687, -2.193], [-0.361, 1.255, 2.322], [1.962, -0.778, -0.411], [-1.676, 2.126, 1.529], [0.599, -1.184, 1.236], [-1.594, 0.757, -0.488], [1.244, -2.439, -1.351], [-0.169, 2.066, -1.206], [-0.939, -1.273, -1.374], [0.008, -0.814, -0.715], [0.213, 1.547, 0.065], [-0.728, -2.063, 1.186], [-0.752, 1.395, 1.314]]
}

***

## ii
{
  "formula": "C6H10O2",
  "method": "wB97M-V/def2-TZVPD",
  "orbital_gap_ev": 10.54,
  "homo_ha": -0.3525,
  "total_charge": 0,
  "smiles": "C[C@H]1[C@H](O)C=C[C@@H]1O",
  "species": ["O", "H", "C", "H", "H", "H", "H", "C", "C", "C", "H", "H", "H", "O", "C", "C", "H", "H"],
  "positions_angstrom": [[1.172, -0.688, 1.816], [-0.016, -1.937, -1.697], [0.121, -0.658, -0.261], [-0.903, 2.642, -0.304], [1.512, -0.055, 2.480], [1.191, -0.543, -0.537], [0.521, -2.951, -0.399], [-0.668, 0.427, -0.994], [-0.055, -0.204, 1.344], [-0.630, 1.555, -0.030], [0.109, 1.664, -2.278], [-0.876, -0.599, 1.897], [-1.655, -0.112, -1.346], [0.058, 0.795, -2.213], [-0.171, 1.255, 1.238], [-0.088, -2.140, -0.666], [0.238, 2.102, 1.932], [-1.019, -2.481, -0.352]]
}

***

## iii
{
  "formula": "C6H10O2",
  "method": "wB97M-V/def2-TZVPD",
  "orbital_gap_ev": 3.57,
  "homo_ha": -0.2674,
  "total_charge": 0,
  "species": ["O", "C", "C", "H", "C", "H", "H", "C", "C", "H", "C", "O", "H", "H", "H", "H", "H", "H"],
  "positions_angstrom": [[2.308, 1.051, -2.111], [0.341, 0.356, -0.739], [-2.338, -0.330, 0.655], [-1.706, 1.209, 2.815], [1.872, 0.185, -1.263], [-0.243, 0.207, -1.650], [2.582, -0.075, -0.456], [-1.119, -0.025, 1.256], [-0.847, 0.787, 2.308], [-2.334, -0.363, -0.427], [0.038, -0.622, 0.369], [1.624, -1.070, -2.109], [0.203, 0.815, 2.565], [-3.221, -0.447, 1.277], [-0.166, -1.615, -0.004], [0.941, -0.704, 0.995], [0.140, 1.393, -0.510], [1.924, -0.751, -2.973]]
}

***

Stability, highest: ii

***

## i
{
  "formula": "C6H10O2",
  "method": "wB97M-V/def2-TZVPD",
  "orbital_gap_ev": 8.88,
  "homo_ha": -0.3006,
  "total_charge": 0,
  "species": ["H", "C", "H", "H", "H", "H", "H", "O", "H", "C", "H", "O", "H", "C", "C", "C", "C", "H"],
  "positions_angstrom": [[0.354, -1.577, -1.737], [-0.325, 1.746, 1.333], [-0.928, 1.339, 2.450], [-1.815, -0.112, 1.580], [0.332, 1.952, -0.943], [-0.490, 3.123, 0.982], [2.038, -1.536, 0.541], [-0.242, -1.793, -1.010], [0.965, -0.091, 1.466], [-0.676, 0.721, 0.045], [-2.484, -0.840, -0.396], [1.504, 0.253, -0.483], [0.193, 0.430, -1.979], [-0.311, -0.940, 0.184], [0.338, 0.908, -1.004], [1.128, -0.624, 0.461], [-1.672, -0.502, 0.387], [0.848, 1.782, 1.552]]
}

***

## ii
{
  "formula": "C6H10O2",
  "method": "wB97M-V/def2-TZVPD",
  "orbital_gap_ev": 9.68,
  "homo_ha": -0.3194,
  "total_charge": 0,
  "smiles": "C[C@@]12C[C@]1(C)OCO2",
  "species": ["H", "O", "H", "C", "H", "C", "H", "H", "H", "H", "C", "C", "O", "H", "C", "C", "H", "H"],
  "positions_angstrom": [[0.075, 2.345, -1.347], [-1.143, 1.267, -0.039], [-0.014, 2.928, 0.400], [-0.019, -0.153, 1.446], [-1.677, -2.087, -0.310], [-0.742, -0.040, 0.096], [1.868, -0.829, -1.497], [-1.792, -0.776, -1.529], [1.548, -2.098, -0.221], [-0.006, 0.701, 2.151], [1.779, -1.026, -0.451], [-0.008, 2.051, -0.315], [1.175, 1.285, -0.026], [-2.639, -0.691, 0.026], [-1.732, -0.995, -0.462], [0.791, -0.016, 0.166], [2.710, -0.738, 0.040], [-0.174, -1.128, 1.872]]
}

***

## iii
{
  "formula": "C6H10O2",
  "method": "wB97M-V/def2-TZVPD",
  "orbital_gap_ev": 9.92,
  "homo_ha": -0.3454,
  "total_charge": 0,
  "smiles": "C[C@@H]1C[C@@](C)(O)C1=O",
  "species": ["H", "H", "H", "H", "C", "C", "H", "H", "H", "C", "O", "O", "C", "C", "H", "C", "H", "H"],
  "positions_angstrom": [[-0.444, -1.616, 0.719], [1.881, -0.020, 2.177], [-2.902, -1.169, 0.185], [1.748, 1.072, -1.593], [0.969, 0.064, -0.070], [-1.121, -0.107, -0.583], [2.522, 1.196, 1.004], [-3.217, 0.511, -0.277], [-2.067, 0.129, 1.243], [-2.447, -0.113, 0.256], [-0.441, 2.236, -0.126], [1.551, 0.065, -1.364], [-0.249, 0.971, -0.115], [-0.027, -1.143, -0.169], [2.889, -0.580, 0.412], [2.081, 0.142, 0.967], [-0.955, 0.208, -1.705], [0.229, -1.846, -0.962]]
}

***

Stability, highest: ii

***

## i
{
  "formula": "C6H17N2",
  "method": "wB97M-V/def2-TZVPD",
  "orbital_gap_ev": [12.45, 7.51],
  "spin_multiplicity": 2,
  "homo_ha": [-0.7182, -0.7162],
  "total_charge": 2,
  "species": ["N", "H", "H", "C", "H", "H", "H", "C", "H", "C", "C", "H", "N", "H", "H", "H", "H", "H", "H", "H", "C", "H", "C", "H", "H"],
  "positions_angstrom": [[1.959, -0.264, -1.328], [0.271, 2.066, -1.446], [-2.636, -2.165, 1.662], [-1.316, 0.891, -0.257], [1.893, -1.256, 0.660], [0.947, 0.957, 1.891], [-0.189, -1.581, 1.895], [0.969, 0.718, 0.780], [0.925, 0.014, -1.748], [-0.726, 1.543, -1.447], [-0.912, -0.900, 1.389], [-1.741, 1.499, 0.602], [-0.188, -0.008, 0.313], [-1.539, 2.227, -1.867], [3.148, 0.406, 0.318], [-2.666, -1.592, -0.008], [2.503, 0.571, -1.795], [-0.693, 0.766, -2.395], [-1.209, -0.319, 2.284], [-1.531, -2.577, 0.199], [2.116, -0.118, 0.223], [0.981, 1.699, 0.237], [-1.973, -1.801, 0.755], [2.341, -1.157, -1.599], [-2.151, 0.344, -0.440]]
}

***

## ii
{
  "formula": "C6H17N2",
  "method": "wB97M-V/def2-TZVPD",
  "orbital_gap_ev": [12.30, 8.73],
  "spin_multiplicity": 2,
  "homo_ha": [-0.7148, -0.7376],
  "total_charge": 2,
  "species": ["C", "N", "C", "N", "C", "C", "H", "H", "H", "H", "H", "H", "H", "H", "H", "H", "H", "H", "H", "H", "H", "H", "H", "C", "C"],
  "positions_angstrom": [[0.274, -0.065, 1.285], [2.220, 1.190, 0.061], [-1.594, 1.339, 0.449], [-0.577, 0.386, 0.129], [-1.512, -1.867, -0.238], [-0.924, -0.589, -0.964], [-1.896, 1.644, 1.453], [1.413, 1.341, -0.553], [-1.052, -2.769, -0.628], [0.408, -2.003, -1.968], [-0.254, 0.221, 2.203], [2.783, 0.547, -0.502], [2.515, 0.195, 1.930], [-1.243, 2.254, -0.055], [-2.574, -1.961, -0.158], [1.180, -0.530, -1.700], [-2.634, 1.186, 0.080], [-0.091, -0.570, -2.881], [-1.277, -1.975, 0.823], [0.413, -1.127, 1.146], [1.519, 1.518, 2.028], [-1.794, -0.157, -1.484], [2.772, 2.056, 0.106], [1.711, 0.670, 1.366], [0.215, -0.933, -1.923]]
}

***

## iii
{
  "formula": "C6H17N2",
  "method": "wB97M-V/def2-TZVPD",
  "orbital_gap_ev": [11.75, 6.76],
  "spin_multiplicity": 2,
  "homo_ha": [-0.6906, -0.6906],
  "total_charge": 2,
  "species": ["H", "H", "C", "N", "H", "H", "H", "H", "H", "H", "H", "H", "C", "H", "C", "C", "H", "H", "H", "C", "C", "H", "N", "H", "H"],
  "positions_angstrom": [[0.040, -2.354, -0.796], [0.780, -3.962, 0.665], [0.084, 1.463, -0.881], [-0.253, -2.185, 0.172], [0.203, -0.635, 1.534], [1.044, 0.343, -2.453], [1.298, -0.763, 0.076], [-2.293, 1.459, 0.392], [-0.698, -3.908, 1.236], [-1.000, -0.352, -1.143], [0.934, 2.030, 1.019], [1.196, 3.193, -0.273], [0.130, -3.162, 1.113], [0.193, -2.995, 2.188], [-0.648, 0.234, -0.284], [0.456, 2.532, 0.186], [1.697, 1.858, -2.240], [2.168, 0.680, -1.020], [-0.665, 2.082, -1.403], [0.251, -0.803, 0.462], [1.338, 1.015, -1.632], [-2.592, -0.123, 0.508], [-1.845, 0.564, 0.622], [-1.458, 0.550, 1.564], [-0.359, 3.241, 0.386]]
}

***

Stability, highest: ii

***

## i
{
  "formula": "C9H17N2O3",
  "method": "wB97M-V/def2-TZVPD",
  "orbital_gap_ev": 8.29,
  "homo_ha": -0.4459,
  "total_charge": 1,
  "smiles": "CO[C@@H]1O/[N+]1=C(\\C)[C@H](C)[N+]([O-])=C(C)C",
  "species": ["C", "C", "H", "C", "H", "C", "H", "H", "N", "O", "H", "H", "H", "C", "H", "H", "H", "N", "H", "H", "H", "C", "O", "C", "C", "H", "C", "O", "H", "H", "H"],
  "positions_angstrom": [[-2.628, 0.423, -0.410], [1.124, -2.847, -0.375], [-3.388, 0.986, 0.127], [0.466, -1.551, -0.164], [0.914, -1.750, -2.906], [0.777, -0.743, -2.529], [-0.442, 3.077, -0.274], [-2.577, -0.572, 0.033], [-0.216, 0.667, -0.780], [0.692, -1.409, 2.279], [2.134, 1.328, 1.039], [-1.249, 2.617, 1.220], [1.741, -0.294, -2.297], [-0.107, -0.728, -1.284], [1.353, -3.331, 0.573], [-2.974, 0.322, -1.440], [0.494, -3.499, -0.984], [0.380, -1.042, 1.001], [2.207, 2.084, 2.659], [0.310, -0.142, -3.305], [-1.049, -0.191, 2.339], [-1.318, 2.573, 0.132], [0.907, 1.254, -0.690], [-1.335, 1.165, -0.345], [1.962, 1.180, 2.109], [-1.100, -1.115, -1.531], [0.010, -0.175, 2.081], [0.546, 0.980, 2.328], [2.056, -2.697, -0.930], [2.534, 0.337, 2.499], [-2.222, 3.094, -0.173]]
}

***

## ii
{
  "formula": "C9H17N2O3",
  "method": "wB97M-V/def2-TZVPD",
  "orbital_gap_ev": 7.41,
  "homo_ha": -0.3607,
  "total_charge": 1,
  "species": ["H", "H", "H", "C", "O", "H", "H", "O", "C", "H", "H", "H", "H", "H", "H", "C", "H", "C", "C", "N", "H", "H", "C", "C", "N", "H", "O", "H", "C", "C", "H"],
  "positions_angstrom": [[-4.374, -0.898, 0.381], [-2.825, -1.576, 0.951], [-2.322, 0.553, 1.946], [3.021, 1.924, 1.338], [2.763, -0.941, -0.571], [-0.132, -2.797, 0.230], [-2.656, -1.390, -1.530], [-2.135, 1.277, 0.028], [-2.062, 0.510, -1.026], [1.702, -2.638, -1.148], [2.037, 2.132, 1.750], [-2.116, 0.962, -3.091], [-1.070, 2.017, -2.115], [-0.562, 0.365, -2.513], [1.621, -1.244, -2.253], [-3.294, -0.738, 0.431], [4.332, 0.237, 0.985], [-2.923, 0.628, 1.038], [1.611, -1.536, -1.200], [-2.740, -0.606, -0.902], [-3.791, 1.261, 1.237], [3.059, 2.299, 0.319], [3.331, 0.423, 1.373], [2.369, -0.340, 0.541], [1.079, -0.426, 0.716], [3.759, 2.460, 1.927], [-0.547, -1.967, -0.061], [0.585, -0.012, 1.492], [0.405, -1.002, -0.418], [-1.410, 0.996, -2.260], [3.285, 0.067, 2.406]]
}

***

Stability, highest: ii